[1]
Computed, not measured: a structure of composition C5H7N, with ωB97M-V with the def2-TZVPD basis set.

Structure (XYZ):
```
13
C5H7N | the OMol25 dataset | ωB97M-V with the def2-TZVPD basis set
C 1.5844 -0.4156 1.4834
C -0.8152 1.2959 -0.4167
C 0.1553 0.1423 -0.5010
C -1.0724 -0.4769 -1.2227
N -1.8707 0.7324 -0.8768
C 0.4058 -0.3965 0.8733
H 2.4942 -0.1273 0.9617
H 1.6714 -0.7008 2.5272
H -0.7268 2.3108 -0.0237
H 1.0808 0.2715 -1.0743
H -1.4503 -1.4264 -0.8279
H -0.9662 -0.5455 -2.3084
H -0.4941 -0.7032 1.4098
```

Output
**Lowest unoccupied orbital energy**: 0.0417 Eh
**E**: -249.3915 a.u.
**Highest occupied orbital energy**: -9.724 eV
**Relative energy (zero: lowest compared OMol25 entry of this formula, charge and spin)**: 214.54 kJ/mol
**HOMO-LUMO gap**: 10.859 eV


[2]
Computed, not measured: a cluster of 2 separate species, C5H7N in total at a distorted geometry, with ωB97M-V with the def2-TZVPD basis set.

Structure (XYZ):
```
13
C5H7N | the OMol25 dataset | ωB97M-V with the def2-TZVPD basis set
C -0.4686 -1.7050 -1.1446
C -0.9162 -0.4342 -1.9588
C -0.9035 0.6261 -0.8945
C -0.0729 -0.1051 0.1013
C 1.6718 0.3512 2.8598
N 0.4289 -1.2607 -0.2354
H 0.0029 -0.2661 -2.4904
H -1.7064 -0.5753 -2.7078
H -0.6867 1.6172 -1.2668
H -1.8867 0.8466 -0.4829
H 1.4901 -0.6843 3.0936
H 1.8875 0.4210 1.7692
H 1.1598 1.1685 3.3573
```

Output
**Lowest unoccupied orbital energy (alpha / beta)**: -0.0143 / -0.0380 Eh
**E**: -249.1526 a.u.
**Highest occupied orbital energy (alpha / beta)**: -8.375 / -8.401 eV
**Relative energy (zero: lowest compared OMol25 entry of this formula, charge and spin)**: 841.86 kJ/mol
**HOMO-LUMO gap (alpha / beta)**: 7.985 / 7.366 eV


[3]
Computed, not measured: the molecule C5H7N, with ωB97M-V with the def2-TZVPD basis set.

Structure (XYZ):
```
13
C5H7N | the OMol25 dataset | ωB97M-V with the def2-TZVPD basis set
C 1.0595 -0.2075 1.1170
C 0.8470 0.5341 -0.1832
N 0.5336 -0.3363 -1.3452
C -0.4821 0.7641 -0.7622
C -1.6026 0.1404 -0.1526
C -2.6258 -0.3217 0.3067
H 0.3117 -0.9979 1.2446
H 2.0670 -0.6254 1.2063
H 0.9069 0.5051 1.9356
H 1.6304 1.2622 -0.4002
H 0.3875 -1.3246 -1.1757
H 0.6429 -0.0602 -2.3092
H -3.5459 -0.6704 0.7152
```

Output
**Lowest unoccupied orbital energy**: 0.0310 Eh
**E**: -249.2955 a.u.
**Highest occupied orbital energy**: -7.266 eV
**Relative energy (zero: lowest compared OMol25 entry of this formula, charge and spin)**: 466.56 kJ/mol
**HOMO-LUMO gap**: 8.111 eV